{"formula": "C4H10N2", "method": "wB97M-V/def2-TZVPD", "smiles": "C/C(=C\\N)CN", "lumo_energy_ev": 1.005, "total_charge": 0, "e_homo_ev": -8.5, "symbols": ["C", "C", "C", "N", "C", "N", "H", "H", "H", "H", "H", "H", "H", "H", "H", "H"], "positions_angstrom": [[-1.15030, 1.21125, 0.56934], [-0.21101, 0.21340, -0.00924], [-0.35410, -0.96777, -0.52277], [-1.81295, -1.62715, -0.27396], [1.41709, 0.79450, -0.12414], [2.43809, -0.11784, 0.28581], [-1.18468, 2.10957, -0.05448], [-2.16070, 0.80515, 0.64956], [-0.81206, 1.50126, 1.56963], [0.33227, -1.71402, -0.89061], [-1.81446, -2.57100, -0.65991], [-2.52301, -1.07504, -0.75164], [1.59225, 1.13963, -1.14448], [1.45802, 1.67867, 0.51492], [2.23738, -0.49338, 1.20802], [2.54818, -0.88719, -0.36605]], "nbo_charge": [-0.655, -0.033, -0.057, -0.875, -0.217, -0.827, 0.222, 0.225, 0.223, 0.197, 0.355, 0.356, 0.193, 0.180, 0.360, 0.353]}